Entry 1:
A cluster of 2 separate species, C3Br2O in total in a non-equilibrium geometry, computed with wB97M-V/def2-TZVPD.

Output
HOMO energy (spin up / spin down) = -9.14 / -11.01 eV
LUMO energy (spin up / spin down) = -3.3670 / -2.1142 eV
gap between HOMO and LUMO (spin up / spin down) = 5.77 / 8.90 eV

CARTESIAN COORDINATES (ANGSTROEM)
C (0.51122, -0.54341, 0.36365)
C (-0.26406, 0.46022, 0.77687)
C (0.72808, 0.84366, -0.16929)
O (1.30752, 1.54277, -0.89443)
Br (1.14153, -2.22009, -0.05758)
Br (-3.42429, -0.08316, -0.01922)

Force components x, y, z for each atom (eV/Å):
C 0.4 0.7 -0.8
C -0.6 -0.9 0.2
C -0.5 -0.8 0.8
O 0.7 0.7 -0.8
Br -0.4 0.3 0.4
Br 0.3 0.1 0.1

Partial atomic charges computed with the Mulliken method, in multiples of e: 0.18 -0.61 0.81 -0.35 0.02 -0.04


Entry 2:
The molecule C9H11N5 in a non-equilibrium geometry, computed with wB97M-V/def2-TZVPD.

Output
HOMO energy = -8.97 eV
SMILES = CCN(c1ccccn1)n1cnnc1
LUMO energy = 0.3898 eV
gap between HOMO and LUMO = 9.36 eV

CARTESIAN COORDINATES (ANGSTROEM)
C (2.41391, -2.05797, 0.08059)
C (3.40672, -1.15824, 0.26740)
C (1.17836, -1.60855, -0.32279)
C (3.17312, 0.18531, 0.13424)
C (-2.19684, -0.66062, 1.08275)
C (-1.99952, -1.34373, -0.95113)
C (1.01497, -0.24890, -0.16103)
C (-1.71737, 2.77651, -0.27172)
C (-0.61539, 1.82691, 0.21102)
N (1.91433, 0.66290, -0.02626)
N (-3.03655, -1.62183, 0.87760)
N (-2.90736, -2.10095, -0.37819)
N (-1.48648, -0.41875, -0.10066)
N (-0.59825, 0.54419, -0.45352)
H (2.71083, -3.06234, 0.05904)
H (4.34061, -1.61941, 0.50819)
H (0.31736, -2.30017, -0.60666)
H (4.06667, 0.79262, 0.18020)
H (-1.93815, -0.01512, 1.85670)
H (-1.68180, -1.43677, -1.91991)
H (-1.46444, 3.73473, -0.42592)
H (-2.06227, 2.48841, -1.35236)
H (-2.50931, 2.65771, 0.38773)
H (0.26711, 2.40281, -0.05441)
H (-0.59026, 1.58127, 1.37910)

Force components x, y, z for each atom (eV/Å):
C -1.0 0.0 -1.2
C 0.8 0.1 0.5
C -2.2 -1.1 0.5
C 0.0 -0.1 0.3
C 1.2 0.2 -2.7
C -0.7 0.0 1.5
C -3.9 2.6 -1.6
C -1.0 -4.6 -2.4
C 0.1 0.0 2.0
N 1.9 -0.2 0.3
N -0.6 -0.3 1.8
N 0.7 0.8 -0.5
N -2.5 -0.8 0.8
N 5.0 -2.1 -0.7
H -0.2 -1.5 0.1
H 0.8 0.5 0.0
H 1.4 1.1 0.5
H -0.5 0.9 0.0
H -0.4 0.4 1.8
H 0.7 -0.1 -2.2
H 1.4 3.5 0.2
H 0.5 0.0 2.0
H -2.0 0.3 0.9
H 0.6 -1.0 0.2
H -0.2 1.3 -2.1

Mulliken atomic charge list, values in e, 6 entries: -0.62 -0.20 -0.29 -0.48 -0.07 -0.22


Entry 3:
The molecule C3H5NOS in a non-equilibrium geometry, computed with wB97M-V/def2-TZVPD.

Output
HOMO energy = -9.17 eV
SMILES = N=C=CCOS
LUMO energy = 0.7831 eV
gap between HOMO and LUMO = 9.95 eV

CARTESIAN COORDINATES (ANGSTROEM)
C (-0.52642, -1.08628, 1.58334)
C (-0.89179, -0.19919, 0.72834)
C (-0.06908, 0.33658, -0.43763)
N (0.09230, -1.65861, 2.47123)
O (-0.05629, 1.74304, -0.30525)
S (0.31981, 2.60907, -1.61816)
H (-2.06243, -0.27426, 0.64863)
H (1.75250, 2.53067, -1.58443)
H (0.86550, -0.18795, -0.33615)
H (-0.64787, 0.06682, -1.30245)
H (0.17758, -2.65416, 2.48478)

Force components x, y, z for each atom (eV/Å):
C 2.7 -0.6 1.3
C -3.9 0.0 -1.6
C -1.9 -0.9 1.7
N -0.9 0.6 0.3
O 0.4 0.0 0.8
S 1.9 0.3 -0.8
H 2.1 0.9 0.0
H -1.7 0.1 0.0
H 0.9 0.4 -0.6
H 0.3 -0.1 -0.9
H 0.1 -0.7 -0.3

Mulliken atomic charge list, values in e, 6 entries: 0.39 -0.57 -0.21 -0.48 -0.26 -0.14


Entry 4:
A structure of composition C20H39BeBrClFIK2NO9S in a non-equilibrium geometry, computed with wB97M-V/def2-TZVPD.

Output
HOMO energy = -5.36 eV
LUMO energy = -3.7087 eV
gap between HOMO and LUMO = 1.65 eV

CARTESIAN COORDINATES (ANGSTROEM)
C (3.06729, 2.82801, -2.02705)
C (2.21418, 2.09826, -3.09297)
C (0.84327, 1.73971, -2.49992)
I (-0.32324, 3.53151, -2.55130)
C (0.16396, 0.57891, -3.20802)
O (1.20243, -0.51295, -3.28524)
S (1.01303, -1.59390, -2.10493)
O (0.77156, -2.93157, -2.58877)
O (1.86177, -1.47936, -1.00843)
O (-0.39973, -1.10212, -1.58868)
C (-1.01959, -0.15752, -2.54735)
C (-2.07077, 0.59506, -1.77726)
C (-3.26969, 0.98912, -2.67968)
C (-3.86813, 2.34546, -2.33395)
C (-4.25271, 2.46050, -0.86524)
C (-5.14328, 2.57477, -3.17743)
H (4.01067, 2.31250, -1.91659)
H (3.25941, 3.85885, -2.31208)
H (2.48740, 2.83262, -1.11060)
H (2.74986, 1.24412, -3.48996)
H (2.02959, 2.81850, -3.88388)
H (1.03063, 1.43038, -1.47323)
H (0.05705, 0.85465, -4.25204)
H (-1.49810, -0.75636, -3.32017)
H (-1.68694, 1.41888, -1.18260)
H (-2.46717, -0.12468, -1.06566)
H (-3.01617, 0.94526, -3.74233)
H (-4.06405, 0.19326, -2.48898)
H (-3.20202, 3.17115, -2.58021)
H (-3.40255, 2.51268, -0.18169)
H (-4.81148, 3.38703, -0.73332)
H (-4.91146, 1.64678, -0.57486)
H (-5.23732, 3.61614, -3.48313)
H (-5.09001, 1.93671, -4.05435)
H (-6.02524, 2.26204, -2.63749)
Be (2.23963, -1.13684, -4.63658)
F (-5.63522, -0.05159, -2.26741)
O (5.73334, 3.11941, -0.29194)
H (6.65813, 2.87837, -0.51280)
H (5.58273, 2.70771, 0.57380)
C (-6.42128, -2.83950, -3.91354)
O (-5.85874, -2.05672, -4.66644)
O (-6.92196, -2.55762, -2.78365)
O (-6.61163, -4.06258, -4.13082)
C (3.02923, -1.03660, 4.39072)
C (1.54412, -0.64280, 4.60345)
C (0.86244, -1.64059, 5.54762)
C (0.58323, -3.00027, 4.90728)
C (-0.19057, -2.84044, 3.59980)
C (0.48561, -1.88014, 2.61719)
N (0.82490, -0.57856, 3.28904)
O (-0.20579, 0.11968, 3.40881)
C (1.74865, -2.54547, 2.03797)
C (-0.41987, -1.65347, 1.41363)
C (1.58367, 0.72586, 5.27420)
H (3.68316, -0.44313, 5.02715)
H (3.22618, -2.08087, 4.62662)
H (3.35186, -0.85238, 3.36727)
H (-0.08615, -1.22088, 5.89670)
H (1.48643, -1.77219, 6.43295)
H (1.51545, -3.54475, 4.73919)
H (0.00001, -3.60912, 5.59989)
H (-0.30972, -3.81096, 3.11876)
H (-1.19961, -2.48131, 3.82599)
H (2.30549, -1.85227, 1.40989)
H (1.46666, -3.38937, 1.41184)
H (2.42283, -2.94006, 2.79523)
H (-1.40807, -1.29095, 1.69474)
H (-0.56767, -2.58921, 0.87934)
H (0.02141, -0.94092, 0.72383)
H (2.04532, 1.46863, 4.62088)
H (2.17155, 0.65883, 6.18706)
H (0.59331, 1.08071, 5.55276)
K (6.78369, 4.80243, -1.55499)
Br (1.26410, -5.11147, -2.49971)
Cl (3.82748, -2.38310, -2.29616)
K (7.79318, 3.75005, 1.79985)

Force components x, y, z for each atom (eV/Å):
C -0.4 -0.4 -0.7
C -0.2 1.1 0.2
C 0.6 -0.7 0.2
I 0.1 -0.2 0.1
C 0.1 0.9 -0.1
O 0.7 -0.3 -1.4
S -2.3 -3.1 3.4
O -0.1 1.5 -1.9
O 0.2 1.7 1.5
O 0.5 1.4 -1.5
C -0.1 -0.2 0.2
C -0.6 0.0 -0.4
C 0.3 -0.4 0.6
C -1.0 0.0 -0.2
C 0.1 0.3 0.1
C 0.5 -0.2 -0.1
H 0.1 0.0 0.4
H 0.0 0.1 0.0
H 0.4 0.1 0.4
H 0.0 -0.2 0.0
H 0.1 -0.3 -0.5
H -0.4 0.2 0.3
H -0.6 -0.2 -0.1
H -0.1 -0.2 0.0
H 0.3 0.1 -0.1
H 0.1 -0.1 0.2
H 0.2 0.1 -0.1
H 0.3 1.0 -0.5
H 0.4 -0.1 0.0
H 0.1 -0.1 0.0
H 0.0 0.1 0.1
H 0.0 -0.2 -0.1
H 0.0 0.1 0.0
H -0.2 0.1 -0.3
H -0.2 -0.1 0.1
Be 0.3 -0.5 1.6
F -0.6 -0.9 0.2
O 0.1 -0.2 0.6
H -0.2 -1.1 0.3
H -0.4 -0.3 -0.2
C 0.3 0.4 -0.4
O 0.0 -0.1 0.1
O 0.2 0.2 0.1
O -0.2 0.0 0.3
C 0.1 -0.2 -0.2
C 2.4 0.3 0.5
C -0.7 -0.5 -0.2
C 0.0 0.1 -0.1
C -0.1 0.2 0.9
C 1.2 -1.3 -1.9
N -2.6 -1.1 2.1
O 0.3 1.0 -0.8
C 0.3 0.0 0.3
C -0.5 0.6 0.3
C -0.6 0.3 -0.2
H -0.1 0.0 0.1
H 0.0 0.0 -0.1
H 0.0 0.0 0.0
H 0.0 0.1 -0.1
H 0.2 0.2 -0.1
H 0.0 0.0 0.0
H 0.0 0.0 0.0
H 0.1 0.1 -0.2
H 0.0 0.1 -0.1
H 0.0 0.0 0.0
H -0.1 0.0 0.0
H 0.0 0.0 0.0
H 0.0 0.1 0.1
H 0.2 -0.1 0.1
H 0.1 0.0 0.0
H 0.0 0.0 0.0
H 0.1 -0.1 0.0
H 0.0 0.0 -0.1
K 0.2 1.4 -1.2
Br 0.4 -1.0 0.1
Cl 0.9 0.1 -2.3
K 0.3 0.1 0.6

Mulliken atomic charge list, values in e, 6 entries: -1.06 -0.21 -0.92 0.22 0.08 -0.16


Entry 5:
A structure of composition C9H21INOP2RhSe in a non-equilibrium geometry, computed with wB97M-V/def2-TZVPD.

Output
HOMO energy (spin up / spin down) = -13.37 / -16.23 eV
spin multiplicity = 5
LUMO energy (spin up / spin down) = -7.5617 / -9.9537 eV
charge = +2
⟨S²⟩ = 6.04
gap between HOMO and LUMO (spin up / spin down) = 5.81 / 6.27 eV

CARTESIAN COORDINATES (ANGSTROEM)
C (2.14014, 0.11590, -1.28147)
I (2.80530, 0.92876, 0.91989)
H (1.06949, -0.09219, -1.58744)
H (2.78051, -0.75890, -1.46498)
H (2.48910, 0.97469, -1.87798)
Rh (0.39116, 0.16261, 0.24652)
P (0.50719, -2.21414, 0.22760)
C (1.58692, -2.81668, 1.56014)
C (-1.02412, -3.23564, 0.34237)
H (-0.82149, -4.31538, 0.38940)
H (1.17198, -4.00048, -1.23182)
H (-1.58744, -3.01579, -0.57621)
H (0.49509, -2.58797, -2.13266)
H (1.15246, -2.51328, 2.51697)
H (-1.58300, -2.93871, 1.23525)
C (1.17588, -2.90545, -1.32783)
H (1.59191, -3.90661, 1.50372)
H (2.18832, -2.54853, -1.53903)
H (2.59305, -2.41143, 1.42695)
P (-0.58392, 2.24396, -0.13844)
C (0.01936, 3.58234, 0.97495)
C (0.05442, 2.73415, -1.77270)
H (-2.85722, 1.94513, -1.01135)
H (-2.47677, 3.63643, -0.52926)
H (-2.86212, 2.43081, 0.70360)
C (-2.36735, 2.57680, -0.25785)
H (-0.34295, 2.01306, -2.50105)
H (-0.26645, 3.76064, -2.04415)
H (-0.47067, 4.53978, 0.72476)
H (1.11195, 3.67748, 0.89089)
H (1.15172, 2.67248, -1.77596)
H (-0.24268, 3.33267, 2.01743)
C (-0.20673, 0.15011, 2.01964)
O (-0.47435, 0.16991, 3.14814)
Se (-3.90355, -0.48308, 1.82485)
C (-2.64512, -0.51725, 0.59367)
N (-1.75999, -0.38620, -0.21659)

Force components x, y, z for each atom (eV/Å):
C -0.1 0.3 -1.6
I 0.3 0.0 -0.1
H 0.8 -0.1 -0.5
H -0.5 0.6 0.5
H -0.2 -0.4 0.6
Rh 2.3 -0.2 0.7
P -0.3 -2.5 -0.6
C -0.3 0.3 -0.1
C 0.2 0.5 0.0
H 0.2 0.4 0.0
H 0.0 0.3 -0.1
H -0.1 -0.2 0.4
H 0.3 -0.2 0.1
H 0.3 0.0 0.0
H -0.1 -0.2 -0.2
C 0.0 0.3 0.1
H 0.1 0.0 0.0
H -0.3 -0.3 0.0
H -0.1 -0.1 0.2
P -0.5 2.6 -1.0
C -0.1 -0.3 0.4
C -0.1 0.0 -0.2
H 0.2 0.2 0.2
H 0.0 -0.3 0.0
H 0.0 0.0 0.0
C -0.1 0.0 -0.1
H 0.1 0.3 0.0
H 0.2 -0.6 0.2
H 0.2 -0.4 -0.1
H -0.4 0.0 0.0
H -0.4 0.2 0.0
H 0.2 0.1 -0.3
C -1.1 0.1 5.6
O 0.8 -0.1 -3.6
Se -0.5 -0.1 0.3
C 2.8 0.6 -3.0
N -3.8 -0.8 2.1

Mulliken atomic charge list, values in e, 6 entries: -1.11 0.19 0.52 0.39 0.45 -0.01


Entry 6:
The molecule C7H12, computed with wB97M-V/def2-TZVPD.

Output
HOMO energy = -9.35 eV
SMILES = CC#CCCCC
LUMO energy = 1.0923 eV
gap between HOMO and LUMO = 10.44 eV

CARTESIAN COORDINATES (ANGSTROEM)
C (-3.27814, 0.53109, -0.19444)
C (-2.05776, -0.13235, -0.82479)
C (-0.73769, 0.32015, -0.20172)
C (0.45091, -0.43853, -0.80788)
C (1.70040, -0.31336, -0.03861)
C (2.70895, -0.23922, 0.62159)
C (3.93923, -0.17018, 1.42070)
H (-3.32410, 0.31639, 0.87963)
H (-3.24838, 1.62008, -0.31577)
H (-4.20682, 0.16740, -0.64717)
H (-2.13930, -1.22310, -0.71436)
H (-2.04242, 0.06519, -1.90601)
H (-0.76352, 0.14980, 0.88215)
H (-0.60001, 1.39972, -0.34349)
H (0.16833, -1.50048, -0.88439)
H (0.61338, -0.09586, -1.83833)
H (3.81506, 0.48253, 2.29176)
H (4.77623, 0.22313, 0.83299)
H (4.22567, -1.16240, 1.78814)

Force components x, y, z for each atom (eV/Å):
C -0.1 0.0 0.0
C 0.0 0.0 0.0
C 0.0 0.0 0.1
C 0.0 -0.1 0.0
C 0.4 0.0 0.3
C -0.4 0.0 -0.3
C 0.0 0.0 0.0
H 0.0 0.0 -0.1
H 0.0 -0.1 0.0
H 0.1 0.1 0.1
H 0.0 0.2 0.0
H 0.0 0.0 0.2
H 0.0 0.0 -0.2
H 0.0 -0.1 0.0
H 0.2 0.2 0.1
H 0.0 -0.1 0.2
H -0.1 -0.1 -0.2
H -0.2 -0.1 0.0
H -0.1 0.2 -0.1

Mulliken atomic charge list, values in e, 6 entries: -1.27 -0.36 -0.54 -0.93 -0.22 0.92